--- one ---
Entry from the Open Molecules 2025 dataset: the molecule C2H9NP2 (ωB97M-V/def2-TZVPD).

For the HOMO-LUMO gap, the calculation gives 9.025 eV. The HOMO energy is -8.04 eV.

Last column: Mulliken charge in e.
Element x y z (Å)
P  -0.156  -0.707  0.373  0.0313
P  -3.247  -0.036  -0.139  -0.0431
N  1.169  0.366  0.213  -0.2444
C  -1.491  0.718  -0.027  -0.8883
C  2.482  -0.066  -0.069  -0.8460
H  -1.468  1.419  0.702  0.3762
H  -3.145  -0.882  1.022  0.0493
H  0.028  -1.163  -0.912  0.0118
H  -2.763  -1.299  -0.660  0.0186
H  1.219  1.041  0.948  0.2603
H  2.928  -0.613  0.856  0.2734
H  2.495  -0.740  -0.814  0.3415
H  -1.180  1.135  -0.936  0.4133
H  3.130  0.827  -0.559  0.2459

--- two ---
Entry from the Open Molecules 2025 dataset: the molecule C2H9NP2 (ωB97M-V/def2-TZVPD).

For the HOMO-LUMO gap, the calculation gives 9.176 eV. The HOMO energy is -8.28 eV.

Last column: Mulliken charge in e.
Element x y z (Å)
P  0.500  2.319  -2.199  -0.1567
P  -0.557  0.841  -1.027  0.0411
N  0.716  0.180  0.298  -0.5273
C  -0.946  -1.373  1.145  -1.0595
C  0.532  -1.168  0.674  -0.3897
H  1.409  -1.310  1.287  0.3526
H  1.487  2.462  -1.139  0.0849
H  -1.164  -0.545  1.869  0.2810
H  -0.190  3.485  -1.781  0.0562
H  0.537  -1.808  -0.191  0.2748
H  -1.607  -1.373  0.363  0.3915
H  0.426  0.786  1.034  0.2629
H  -0.237  -0.149  -1.996  0.0534
H  -0.905  -2.347  1.663  0.3349

Bottom line: two, by a margin of 0.0104 hartree.